(1)
# C2H7BO2S

2 unconnected molecules or ions with the total composition C2H7BO2S at a distorted geometry (ωB97M-V with the def2-TZVPD basis set, the OMol25 dataset).

## Properties
Multiplicity = 3
Kohn-Sham gap (spin up / spin down) = 5.24 / 7.68 eV
Energy relative to the best compared isomer or geometry (same formula, charge and spin) = 3.529 eV
HOMO (spin up / spin down) = -4.52 / -9.83 eV

Last columns: bonded neighbours and bond lengths (Å).
Element x y z (Å)
1 B -0.054 -0.083 -0.026  O5 1.297, S6 1.701
2 C 2.570 0.618 -0.646  O4 1.398, H7 1.021, H8 1.123, H9 1.118
3 C -1.694 -0.880 1.546  O5 1.440, H10 1.036, H11 1.137, H12 1.233
4 O 1.911 -0.601 -0.455  C2 1.398
5 O -0.416 -0.933 0.884  B1 1.297, C3 1.440
6 S -0.522 1.326 -0.855  B1 1.701, H13 1.441
7 H 2.377 1.317 0.072  C2 1.021
8 H 2.180 1.062 -1.600  C2 1.123
9 H 3.652 0.478 -0.891  C2 1.118
10 H -1.426 -0.673 2.525  C3 1.036
11 H -2.240 -1.871 1.432  C3 1.137
12 H -2.411 -0.012 1.043  C3 1.233
13 H -1.768 1.456 -0.142  S6 1.441


(2)
# C2H7BrFOP

C2H7BrFOP in the gas phase at a distorted geometry (ωB97M-V with the def2-TZVPD basis set, the OMol25 dataset).

## Properties
Kohn-Sham gap = 10.63 eV
Structure (SMILES) = COC[PH2](F)Br
HOMO = -10.08 eV

Last columns: bonded neighbours and bond lengths (Å).
Element x y z (Å)
1 C -1.596 0.302 -1.013  O2 1.481, H7 1.193, H8 1.189, H9 1.190
2 O -0.773 -0.897 -0.737  C1 1.481, C3 1.497
3 C -0.189 -0.716 0.630  O2 1.497, P4 1.923, H10 1.172, H11 1.192
4 P 1.519 0.124 0.356  C3 1.923, F5 1.786, Br6 2.273, H12 1.455, H13 1.452
5 F 1.770 -1.044 -0.973  P4 1.786
6 Br 1.274 1.510 2.140  P4 2.273
7 H -2.727 -0.047 -0.859  C1 1.193
8 H -1.480 0.705 -2.126  C1 1.189
9 H -1.322 1.222 -0.310  C1 1.190
10 H -0.903 -0.138 1.358  C3 1.172
11 H -0.014 -1.797 1.100  C3 1.192
12 H 2.691 -0.439 1.008  P4 1.455
13 H 1.748 1.214 -0.575  P4 1.452


(3)
# C2H7BrN

2 unconnected molecules or ions with the total composition C2H7BrN at a distorted geometry (ωB97M-V with the def2-TZVPD basis set, the OMol25 dataset).

## Properties
Charge = +1
Kohn-Sham gap (spin up / spin down) = 4.72 / 4.72 eV
Energy relative to the best compared isomer or geometry (same formula, charge and spin) = 3.445 eV
HOMO (spin up / spin down) = -13.00 / -13.00 eV

Last columns: bonded neighbours and bond lengths (Å).
Element x y z (Å)
1 C -2.325 0.062 -0.193  N3 1.389, H5 1.112, H6 1.110, H7 1.147
2 C 1.449 -0.541 -0.461  Br4 1.831, H8 1.078, H9 1.084
3 N -1.577 -0.396 0.884  C1 1.389, H10 1.036, H11 1.026
4 Br 3.273 -0.397 -0.407  C2 1.831
5 H -2.438 -0.735 -0.960  C1 1.112
6 H -3.383 0.392 -0.142  C1 1.110
7 H -1.807 0.981 -0.643  C1 1.147
8 H 1.079 -1.360 -1.056  C2 1.078
9 H 1.070 0.145 0.287  C2 1.084
10 H -2.155 -1.082 1.401  N3 1.036
11 H -1.249 0.373 1.479  N3 1.026


(4)
# C2H7Cl2N2

2 unconnected molecules or ions with the total composition C2H7Cl2N2 at a distorted geometry (ωB97M-V with the def2-TZVPD basis set, the OMol25 dataset).

## Properties
Charge = +1
Kohn-Sham gap (spin up / spin down) = 10.26 / 5.87 eV
Energy relative to the best compared isomer or geometry (same formula, charge and spin) = 3.594 eV
HOMO (spin up / spin down) = -13.92 / -10.95 eV

Last columns: bonded neighbours and bond lengths (Å).
Element x y z (Å)
1 C 0.643 -0.233 1.324  N4 1.415, H7 1.046, H8 1.213
2 C -1.014 0.990 -0.997  N3 1.393, Cl5 1.654, Cl6 1.747
3 N 0.159 1.443 -1.595  C2 1.393, H9 0.962, H10 1.039
4 N 0.201 -1.564 1.145  C1 1.415, H11 1.013, H12 1.099, H13 1.117
5 Cl -1.940 2.259 -0.480  C2 1.654
6 Cl -1.603 -0.575 -1.502  C2 1.747
7 H 0.982 0.086 2.261  C1 1.046
8 H 1.130 0.160 0.284  C1 1.213
9 H 0.394 2.374 -1.540  N3 0.962
10 H 0.787 0.695 -1.952  N3 1.039
11 H -0.437 -1.879 1.866  N4 1.013
12 H 1.061 -2.235 1.007  N4 1.099
13 H -0.361 -1.522 0.180  N4 1.117